Record 1
9 unconnected molecules or ions with the total composition C52H59NO17 in a non-equilibrium geometry, computed with the ωB97M-V functional and the def2-TZVPD basis.

Cartesian coordinates (Å):
C -1.764 0.597 0.845
C -1.161 0.322 -0.524
C 0.294 -0.044 -0.335
O 0.853 -0.463 -1.601
C 0.883 0.455 -2.735
N -1.826 -0.784 -1.215
H -2.830 0.801 0.788
H -1.168 1.458 1.225
H -1.694 -0.295 1.454
H -1.125 1.227 -1.203
H 0.411 -0.870 0.282
H 0.875 0.777 0.032
H 1.826 0.183 -3.273
H 1.011 1.503 -2.460
H 0.049 0.307 -3.420
H -2.801 -0.511 -1.378
H -1.357 -1.011 -2.072
C -4.140 -0.934 4.312
C -4.074 -1.821 3.254
C -4.656 -1.453 2.024
C -5.361 -0.278 1.940
C -5.494 0.563 3.075
C -4.810 0.288 4.262
O -4.982 1.101 5.324
O -4.547 -2.216 0.928
H -3.952 -1.268 5.339
H -3.745 -2.833 3.394
H -5.777 0.090 0.990
H -6.169 1.438 3.036
H -5.524 1.856 5.065
H -3.770 -2.746 0.881
C 5.445 -3.588 -3.721
C 5.226 -2.461 -2.951
C 3.905 -2.013 -2.673
C 2.864 -2.753 -3.241
C 3.028 -3.899 -4.011
C 4.360 -4.300 -4.208
O 4.503 -5.383 -5.059
O 3.629 -0.894 -1.897
H 6.461 -3.947 -3.744
H 5.985 -1.724 -2.706
H 1.826 -2.343 -3.006
H 2.211 -4.502 -4.389
H 5.375 -5.404 -5.536
H 2.662 -0.851 -1.753
C -5.077 -0.549 -2.663
C -5.329 -1.824 -2.048
C -5.132 -2.928 -2.827
C -4.692 -2.796 -4.177
C -4.313 -1.630 -4.700
C -4.547 -0.489 -3.932
O -4.183 0.794 -4.342
O -5.494 -4.141 -2.353
H -5.119 0.344 -2.061
H -5.678 -1.797 -1.076
H -4.475 -3.712 -4.722
H -3.691 -1.565 -5.576
H -4.586 0.908 -5.214
H -4.998 -4.912 -2.723
C -1.722 3.093 4.979
C -0.995 3.667 3.956
C -0.017 3.020 3.242
C 0.534 1.865 3.853
C -0.040 1.404 5.004
C -1.197 2.026 5.584
O -1.720 1.432 6.727
O 0.442 3.474 2.044
H -2.629 3.556 5.293
H -1.507 4.538 3.436
H 1.376 1.382 3.359
H 0.321 0.477 5.452
H -2.566 1.840 6.936
H -0.137 4.144 1.607
C 5.566 -0.672 2.498
C 4.918 -0.185 3.599
C 3.520 -0.371 3.793
C 2.674 -0.802 2.782
C 3.278 -1.045 1.562
C 4.649 -1.068 1.452
O 5.274 -1.359 0.294
O 2.948 0.060 4.945
H 6.672 -0.666 2.359
H 5.475 0.164 4.427
H 1.610 -0.702 2.939
H 2.742 -1.416 0.760
H 4.645 -1.435 -0.452
H 3.625 0.278 5.607
C -2.641 3.781 -0.705
C -2.721 3.091 -1.919
C -1.844 3.410 -2.911
C -1.026 4.543 -2.840
C -0.897 5.234 -1.654
C -1.677 4.773 -0.579
O -1.679 5.441 0.675
O -1.745 2.628 -4.058
H -3.293 3.500 0.081
H -3.410 2.238 -2.109
H -0.485 4.898 -3.702
H -0.103 6.073 -1.628
H -2.526 5.205 1.078
H -2.447 1.944 -4.038
C 1.248 -4.190 -0.234
C -0.077 -3.765 -0.218
C -0.644 -3.222 0.941
C 0.046 -3.311 2.172
C 1.326 -3.843 2.137
C 1.974 -4.232 0.941
O 3.300 -4.548 0.991
O -1.912 -2.695 0.836
H 1.598 -4.555 -1.249
H -0.739 -3.787 -1.090
H -0.431 -3.004 3.146
H 1.967 -3.890 3.034
H 3.596 -4.924 0.146
H -2.061 -2.165 0.034
C 3.374 3.102 0.018
C 4.156 1.999 -0.273
C 4.819 1.883 -1.504
C 4.643 2.874 -2.537
C 3.780 3.931 -2.260
C 3.199 4.103 -0.976
O 2.393 5.242 -0.866
O 5.871 1.019 -1.749
H 2.909 3.123 1.003
H 4.334 1.196 0.495
H 5.113 2.841 -3.509
H 3.569 4.724 -2.952
H 1.966 5.298 -0.013
H 5.803 0.253 -1.122

Forces on atoms 1 to 2 (eV/Å):
C 0.45 0.67 -0.72
C 0.63 0.51 -0.69

Results
- Kohn-Sham gap (eV) = 7.7
- HOMO level (eV) = -7.514
- DFT total energy (Ha) = -3350.64124
- net charge = 0
- SMILES string = COC[C@H](C)N.Oc1ccc(O)cc1.Oc1ccc(O)cc1.Oc1ccc(O)cc1.Oc1ccc(O)cc1.Oc1ccc(O)cc1.Oc1ccc(O)cc1.Oc1ccc(O)cc1.Oc1ccc(O)cc1

Record 2
A gas-phase ion, C4H8N2P (charge +1) in a non-equilibrium geometry, computed with the ωB97M-V functional and the def2-TZVPD basis.

Cartesian coordinates (Å):
C -1.342 -0.949 -1.866
C -2.045 0.196 -1.960
C -0.559 -1.604 -0.892
C 0.563 0.185 0.950
N 0.313 1.283 0.498
N 1.775 0.146 2.127
P 0.320 -1.499 0.555
H -1.320 -1.512 -2.770
H -2.653 0.438 -2.788
H -0.459 -2.696 -0.945
H 0.447 2.246 0.665
H -2.039 0.890 -1.173
H 1.675 0.870 2.828
H 2.632 0.371 1.647
H 1.914 -0.789 2.286

Forces on atoms 1 to 2 (eV/Å):
C -0.35 0.59 -1.77
C 1.23 -1.03 1.25

Results
- Kohn-Sham gap (eV) = 7.6
- HOMO level (eV) = -12.853
- DFT total energy (Ha) = -607.69515
- net charge = +1
- SMILES string = [H]/N=C([NH3+])/P=C\C=C

Record 3
A molecular structure, C45H40Cl5N7O2RuS in a non-equilibrium geometry, computed with the ωB97M-V functional and the def2-TZVPD basis.

Cartesian coordinates (Å):
Ru 0.349 0.149 0.060
C -0.127 3.427 -3.284
C 0.688 2.242 -3.723
C 1.583 2.441 -4.766
C 2.327 1.401 -5.297
C 2.125 0.129 -4.804
C 1.242 -0.111 -3.755
C 0.983 -1.532 -3.370
C 0.569 0.952 -3.157
N -0.207 0.793 -1.949
C -1.467 1.184 -2.114
O -2.133 1.290 -3.150
C -2.129 1.577 -0.815
C -3.449 2.009 -0.817
C -4.053 2.304 0.393
C -3.315 2.188 1.562
C -1.991 1.785 1.467
N -1.403 1.477 0.308
C -1.201 1.824 2.773
O -1.809 2.232 3.762
N 0.124 1.569 2.814
C 0.760 2.033 4.032
C 0.963 1.165 5.103
C 0.417 -0.231 5.116
C 1.659 1.643 6.209
C 2.111 2.949 6.258
C 1.838 3.810 5.209
C 1.147 3.368 4.086
C 0.785 4.328 2.993
H 0.348 4.350 -3.617
H -0.238 3.476 -2.204
H -1.131 3.369 -3.709
H 1.696 3.443 -5.159
H 3.032 1.579 -6.097
H 2.659 -0.714 -5.227
H 0.322 -2.001 -4.107
H 0.500 -1.608 -2.399
H 1.906 -2.106 -3.347
H -3.942 2.074 -1.775
H -5.086 2.629 0.437
H -3.715 2.415 2.537
H 1.130 -0.946 4.709
H -0.499 -0.301 4.534
H 0.190 -0.523 6.142
H 1.830 0.977 7.046
H 2.655 3.303 7.124
H 2.157 4.845 5.252
H 1.380 5.238 3.071
H -0.269 4.606 3.070
H 0.932 3.900 2.004
S 2.602 -1.321 2.406
C 3.284 0.273 2.267
C 2.381 1.223 2.023
C 0.983 0.740 1.935
C 0.991 -0.689 2.088
C -0.164 -1.547 2.328
C -0.078 -2.828 2.892
C -1.244 -3.549 3.071
C -2.475 -3.000 2.713
C -2.464 -1.725 2.166
N -1.350 -1.047 1.983
H 4.351 0.401 2.328
H 2.623 2.268 1.926
H 0.878 -3.241 3.185
H -1.195 -4.543 3.500
H -3.400 -3.542 2.841
H -3.383 -1.247 1.838
C -3.356 -2.011 -3.484
C -3.791 -1.462 -2.137
N -2.668 -1.526 -1.240
C -1.743 -2.527 -1.291
N -0.665 -2.413 -0.596
C 0.156 -3.611 -0.493
C -0.674 -4.879 -0.618
C -1.357 -4.834 -1.971
N -2.112 -3.603 -2.076
C -2.901 -3.448 -3.288
H -2.541 -1.387 -3.858
H -4.171 -1.979 -4.209
H -4.634 -2.052 -1.750
H -4.105 -0.423 -2.215
H -2.352 -0.701 -0.760
H 0.684 -3.579 0.465
H 0.929 -3.621 -1.273
H -1.424 -4.907 0.178
H -0.053 -5.771 -0.535
H -2.044 -5.675 -2.125
H -0.598 -4.884 -2.768
H -3.762 -4.128 -3.244
H -2.285 -3.766 -4.142
Cl 2.955 -2.109 -0.694
C 3.192 -0.421 -1.077
C 2.247 0.525 -0.676
C 2.625 1.836 -1.023
Cl 1.662 3.201 -0.496
C 3.747 2.166 -1.776
Cl 4.097 3.802 -2.227
C 4.613 1.162 -2.199
Cl 5.997 1.539 -3.165
C 4.338 -0.139 -1.823
Cl 5.414 -1.398 -2.336

Forces on atoms 1 to 2 (eV/Å):
Ru 1.28 -0.31 0.61
C -0.04 0.01 0.07

Results
- Kohn-Sham gap (alpha / beta) (eV) = 6.8 / 6.5
- HOMO level (alpha / beta) (eV) = -4.407 / -4.050
- DFT total energy (Ha) = -5066.74757
- <S²> = 0.781
- 2S+1 = 2
- net charge = -1

Record 4
A molecular structure, C3H3BeO2 in a non-equilibrium geometry, computed with the ωB97M-V functional and the def2-TZVPD basis.

Cartesian coordinates (Å):
O -0.634 0.692 0.615
O 0.719 -0.944 -0.070
C 0.661 1.034 0.894
C 1.473 0.076 0.443
C -0.623 -0.545 -0.044
H 0.845 1.942 1.458
H -2.548 -1.643 -1.463
Be -1.610 -1.111 -0.636
H 2.549 -0.049 0.488

Forces on atoms 1 to 2 (eV/Å):
O -0.13 -0.40 -0.06
O -0.44 0.10 -0.30

Results
- Kohn-Sham gap (alpha / beta) (eV) = 8.1 / 9.8
- HOMO level (alpha / beta) (eV) = -7.420 / -10.039
- DFT total energy (Ha) = -281.14812
- <S²> = 0.754
- 2S+1 = 2
- net charge = 0